Entry 1:
The following is a DFT calculation (ωB97M-V/def2-TZVPD) of C10H26ClINO2P2W as an isolated structure at a distorted geometry.

Calculated values
Expectation value of S² ... 2.0145
F_max ... 5.5 eV Å⁻¹
Gap between HOMO and LUMO (alpha / beta) ... 5.44 / 5.62 eV

Structure (ORCA input):
```
! wB97M-V def2-TZVPD RIJCOSX def2/J DEFGRID3
* xyz 3 3
C 4.37 -3.73 -1.28
C 2.91 -3.49 -1.37
H 4.55 -4.80 -1.13
H 4.82 -3.18 -0.44
H 4.86 -3.41 -2.21
O 2.04 -4.30 -1.65
I -0.39 -2.81 2.43
W 0.85 -1.95 0.42
P -0.77 -0.99 -0.81
C -2.48 -0.78 -0.27
C -0.59 0.06 -2.27
H -1.31 -0.29 -3.03
H -1.64 -3.12 -1.37
H 0.43 0.00 -2.68
H -0.16 -2.82 -2.35
H -2.67 0.30 -0.13
H -0.82 1.10 -1.99
C -0.61 -2.73 -1.35
H -3.13 -1.18 -1.07
H -0.03 -3.40 -0.63
H -2.67 -1.32 0.66
P 1.18 0.20 1.15
C -0.02 0.90 2.32
C 2.72 -0.04 2.07
H 2.03 1.26 -0.87
H 2.16 2.30 0.58
H 0.56 2.09 -0.24
C 1.51 1.60 0.03
H 3.56 -0.20 1.38
H 2.90 0.89 2.63
H 0.55 1.52 3.03
H -0.56 0.12 2.87
H 2.66 -0.87 2.77
H -0.74 1.52 1.77
Cl 2.52 -1.68 -1.25
C -3.10 4.61 -0.11
C -2.75 3.22 0.36
N -3.58 2.78 1.35
O -1.83 2.53 -0.09
H -3.34 5.27 0.73
H -3.98 4.55 -0.77
H -2.26 5.01 -0.68
H -3.43 1.87 1.76
H -4.31 3.37 1.72
*
```

Entry 2:
The following is a DFT calculation (ωB97M-V/def2-TZVPD) of C10H26CrFN2O3Y as an isolated structure at a distorted geometry.

Calculated values
Expectation value of S² ... 6.0157
F_max ... 3.2 eV Å⁻¹
Gap between HOMO and LUMO (alpha / beta) ... 4.50 / 4.50 eV
Energy above the lowest of the compared OMol25 structures with the same formula, charge and spin ... 126.3 kJ/mol

Structure (ORCA input):
```
! wB97M-V def2-TZVPD RIJCOSX def2/J DEFGRID3
* xyz 4 5
Cr 0.48 29.06 11.02
Y -2.86 30.33 8.23
F -1.29 29.44 9.73
C 2.92 30.55 7.77
C 1.90 29.77 8.60
C 2.38 28.34 8.83
O 1.34 27.73 9.65
C 1.36 26.28 9.63
N 1.64 30.49 9.87
H 2.64 31.58 7.54
H 3.00 30.02 6.82
H 3.96 30.64 8.12
H 0.94 29.64 8.08
H 3.32 28.35 9.39
H 2.60 27.80 7.91
H 1.17 25.96 10.65
H 2.35 25.87 9.39
H 0.73 25.86 8.85
H 1.17 31.36 9.63
H 2.57 30.86 10.09
C -6.87 30.83 3.22
O -6.04 30.85 4.40
C -6.79 31.19 5.55
C -5.78 31.34 6.70
N -4.84 30.15 6.79
C -5.59 28.99 7.38
C -4.69 27.80 7.55
O -3.63 28.05 8.46
C -3.17 26.85 9.15
H -6.37 30.15 2.53
H -7.02 31.82 2.80
H -7.81 30.31 3.42
H -7.56 30.46 5.82
H -7.25 32.16 5.39
H -6.32 31.48 7.65
H -5.26 32.27 6.46
H -4.86 29.95 5.77
H -6.50 28.91 6.79
H -5.99 29.22 8.38
H -4.31 27.47 6.58
H -5.36 27.00 7.86
H -2.13 26.97 9.42
H -3.22 25.98 8.49
H -3.85 26.53 9.94
*
```

Repeat the first record exactly.
The following is a DFT calculation (ωB97M-V/def2-TZVPD) of C10H26ClINO2P2W as an isolated structure at a distorted geometry.

Calculated values
Expectation value of S² ... 2.0145
F_max ... 5.5 eV Å⁻¹
Gap between HOMO and LUMO (alpha / beta) ... 5.44 / 5.62 eV

Structure (ORCA input):
```
! wB97M-V def2-TZVPD RIJCOSX def2/J DEFGRID3
* xyz 3 3
C 4.37 -3.73 -1.28
C 2.91 -3.49 -1.37
H 4.55 -4.80 -1.13
H 4.82 -3.18 -0.44
H 4.86 -3.41 -2.21
O 2.04 -4.30 -1.65
I -0.39 -2.81 2.43
W 0.85 -1.95 0.42
P -0.77 -0.99 -0.81
C -2.48 -0.78 -0.27
C -0.59 0.06 -2.27
H -1.31 -0.29 -3.03
H -1.64 -3.12 -1.37
H 0.43 0.00 -2.68
H -0.16 -2.82 -2.35
H -2.67 0.30 -0.13
H -0.82 1.10 -1.99
C -0.61 -2.73 -1.35
H -3.13 -1.18 -1.07
H -0.03 -3.40 -0.63
H -2.67 -1.32 0.66
P 1.18 0.20 1.15
C -0.02 0.90 2.32
C 2.72 -0.04 2.07
H 2.03 1.26 -0.87
H 2.16 2.30 0.58
H 0.56 2.09 -0.24
C 1.51 1.60 0.03
H 3.56 -0.20 1.38
H 2.90 0.89 2.63
H 0.55 1.52 3.03
H -0.56 0.12 2.87
H 2.66 -0.87 2.77
H -0.74 1.52 1.77
Cl 2.52 -1.68 -1.25
C -3.10 4.61 -0.11
C -2.75 3.22 0.36
N -3.58 2.78 1.35
O -1.83 2.53 -0.09
H -3.34 5.27 0.73
H -3.98 4.55 -0.77
H -2.26 5.01 -0.68
H -3.43 1.87 1.76
H -4.31 3.37 1.72
*
```